Entry 1:
60
Properties=species:S:1:pos:R:3 method="wB97M-V/def2-TZVPD" multiplicity=2 total_charge=+1 lumo_energy_ev="-2.398 / -2.586" e_above_lowest_kcal_mol=0.0 total_energy_ha=-3131.6183 e_homo_ev="-11.81 / -11.54"
Mn -0.7742 0.1451 -0.6966
C 0.9941 3.0973 3.1601
C 0.3852 3.4289 1.8519
N 0.1656 4.6123 1.3788
N -0.3945 4.3973 0.1451
C -0.5244 3.1080 -0.1598
S -1.0896 2.3667 -1.5699
N -0.0361 2.4815 0.9359
N 0.0377 1.0887 0.9971
H 1.1948 4.0230 3.6925
H 1.9321 2.5563 3.0253
H 0.3238 2.4819 3.7617
H -0.6493 5.1780 -0.4374
H 1.0136 0.7697 1.0538
H -0.4746 0.7474 1.8069
C 0.8580 0.3616 -3.8682
C 0.6154 -0.8790 -3.0267
C -0.8674 -1.2352 -2.9319
C 1.4449 -2.0323 -3.5583
O 0.9990 -0.4956 -1.6437
P 1.2552 -1.5884 -0.4071
O 1.8559 -2.8552 -0.8058
O -0.1426 -1.5303 0.2074
O 2.1764 -0.6449 0.4974
C 3.5341 -0.9650 0.9831
C 3.8797 0.2192 1.8680
C 3.4933 -2.2548 1.7836
C 4.4778 -1.0561 -0.2048
H 0.6380 0.1359 -4.9116
H 1.9037 0.6596 -3.7947
H 0.2385 1.1997 -3.5590
H -1.2995 -1.4271 -3.9130
H -1.4522 -0.3775 -2.5315
H -1.0239 -2.1149 -2.3055
H 1.2042 -2.1553 -4.6150
H 1.2566 -2.9646 -3.0358
H 2.5068 -1.8002 -3.4757
H 3.1920 0.2771 2.7154
H 3.8377 1.1494 1.2973
H 4.8892 0.1080 2.2619
H 2.7570 -2.1834 2.5864
H 4.4723 -2.4272 2.2316
H 3.2446 -3.1024 1.1480
H 4.4581 -0.1277 -0.7785
H 4.1960 -1.8847 -0.8525
H 5.4958 -1.2235 0.1471
C -6.5589 -0.9093 1.6989
C -5.1961 -0.6081 1.1528
C -5.0000 0.3170 0.1337
C -3.7271 0.5574 -0.3418
N -2.6423 -0.0666 0.1380
C -2.8215 -0.9678 1.1193
C -4.0642 -1.2542 1.6441
H -7.3262 -0.3071 1.2179
H -6.5892 -0.7183 2.7723
H -6.8019 -1.9621 1.5504
H -5.8359 0.8513 -0.2974
H -3.5546 1.2771 -1.1296
H -1.9338 -1.4830 1.4583
H -4.1471 -1.9936 2.4299

Entry 2:
54
Properties=species:S:1:pos:R:3 method="wB97M-V/def2-TZVPD" total_charge=+1 lumo_energy_ev=-3.385 e_above_lowest_kcal_mol=0.0 total_energy_ha=-1399.4923 e_homo_ev=-10.28
C 2.4714 -1.8878 -0.7972
C 1.8284 -1.0648 0.3304
C 2.6536 0.2086 0.6075
S 1.6890 1.7223 0.8273
O 0.3289 1.4613 0.0686
C -0.8525 2.0584 0.7524
C -2.0977 1.6524 -0.0046
C -2.0387 2.2474 -1.4225
C -2.4532 0.1323 0.0191
C -2.0185 -0.6323 -1.2402
C -1.9789 -0.6265 1.2762
N 2.5937 2.7263 -0.1433
C 2.1496 4.0998 -0.0324
C 2.7716 5.0884 -0.9610
O 1.3479 4.3643 0.8307
C 3.0751 2.2697 -1.4774
C 2.0741 1.7053 -2.4298
O 4.2329 2.4321 -1.7188
H 1.8633 -2.7595 -1.0329
H 2.5971 -1.2846 -1.6999
H 3.4667 -2.2318 -0.5058
H 0.8108 -0.8153 0.0451
H 1.8279 -1.6680 1.2367
H 3.4121 0.3546 -0.1597
H 3.1732 0.1443 1.5665
H -0.7381 3.1427 0.7084
H -0.8544 1.7731 1.8041
H -2.9216 2.1730 0.4950
H -2.9891 2.1019 -1.9344
H -1.8592 3.3251 -1.3658
H -1.2358 1.8136 -2.0192
H -3.5464 0.0960 0.0291
H -2.2281 -1.6931 -1.0938
H -2.6062 -0.3196 -2.1055
H -0.9595 -0.4916 -1.4654
H -1.1194 -1.2513 1.0395
H -2.7639 -1.3183 1.5916
H -1.7803 0.0108 2.1356
H 2.9112 4.7135 -1.9725
H 2.1368 5.9710 -0.9754
H 3.7544 5.3508 -0.5584
H 1.3015 2.4409 -2.6627
H 2.5964 1.3880 -3.3299
H 1.5566 0.8453 -1.9996
N -2.3518 -4.4462 0.9844
C -3.2318 -5.2818 1.6175
C -2.6421 -5.7147 2.7735
C -1.3526 -5.1212 2.8407
C -1.2035 -4.3431 1.7249
H -2.5213 -3.9904 0.1081
H -4.1965 -5.4979 1.1924
H -3.0819 -6.3871 3.4898
H -0.6201 -5.2548 3.6187
H -0.3809 -3.7313 1.3945

Entry 3:
54
Properties=species:S:1:pos:R:3 method="wB97M-V/def2-TZVPD" multiplicity=3 lumo_energy_ev="-1.176 / -1.331" e_above_lowest_kcal_mol=32.8 total_energy_ha=-1632.2513 e_homo_ev="-5.42 / -6.20"
P -0.3913 -1.9001 -5.0468
P 0.2582 1.7646 -5.0830
C -0.7335 -0.6408 -6.3336
C 0.3611 0.4076 -6.4270
H -1.7055 -0.1888 -6.0978
H -0.8756 -1.1868 -7.2811
H 1.3618 -0.0376 -6.3455
H 0.3026 0.9150 -7.4074
C -0.8957 2.9962 -5.8776
H -1.2845 3.7246 -5.1635
H -1.7384 2.4971 -6.3614
H -0.3423 3.5397 -6.6545
C 1.7893 2.7071 -5.4877
H 1.6967 3.0791 -6.5180
H 2.6776 2.0687 -5.4328
H 1.9451 3.5823 -4.8410
C -1.5393 -3.2952 -5.2400
H -1.5186 -3.9329 -4.3369
H -1.2687 -3.9200 -6.1160
H -2.5771 -2.9411 -5.3714
C 1.2576 -2.5096 -5.4911
H 2.0074 -1.7079 -5.4417
H 1.2613 -2.9097 -6.5178
H 1.5855 -3.2990 -4.8052
Pt 1.0417 -2.0192 -1.5429
C -0.1871 2.5401 -3.2837
C -1.4801 2.1547 -2.8477
C -2.3243 1.2161 -3.5753
C -2.0421 -0.1927 -3.0788
C -0.6940 -0.8651 -3.5307
C 0.7141 -0.4182 -3.1188
C 1.5510 0.7985 -2.7202
C 0.9328 2.1585 -2.3290
C 1.0598 -3.6299 -0.3692
H -0.1788 3.6427 -3.4357
H -1.6789 2.2626 -1.7990
H -2.2205 1.2697 -4.6675
H -3.3838 1.4643 -3.3621
H -2.0392 -0.1877 -1.9793
H -2.8521 -0.8638 -3.4074
H -0.8241 -1.8457 -2.9692
H 1.4631 -1.1097 -3.5669
H 2.2714 1.0110 -3.5475
H 2.2004 0.4914 -1.8755
H 0.6453 2.1411 -1.2641
H 1.7193 2.9360 -2.4249
H 1.8736 -3.5184 0.3600
H 1.2093 -4.5368 -0.9870
H 0.1038 -3.7330 0.1824
N 0.4404 -0.7448 -0.1596
C 0.2892 0.0913 0.6588
N 0.2139 1.2180 1.2613
C -0.0368 1.3648 2.5477
N -0.2609 1.6451 3.6636

Entry 4:
57
Properties=species:S:1:pos:R:3 method="wB97M-V/def2-TZVPD" smiles="CCN(CC)[C@H]1CCN(C(=O)CCn2nnnc2CN2CCOCC2)C1" lumo_energy_ev=0.582 e_above_lowest_kcal_mol=2.4 total_energy_ha=-1200.1140 e_homo_ev=-8.42
C -4.8789 -0.1734 0.7610
C -3.9845 1.0664 0.6178
N -3.6240 1.7722 1.8303
C -4.7351 2.1879 2.6651
C -4.5240 3.5910 3.2336
C -2.4270 1.3920 2.5405
C -2.2782 -0.0831 2.9850
C -1.5049 -0.7670 1.8637
N -0.8192 0.3122 1.1672
C 0.0505 0.0327 0.1866
O 0.2579 -1.1141 -0.1784
C 0.7454 1.2326 -0.4481
C 2.0029 0.7921 -1.1980
N 3.0052 0.3810 -0.2572
N 3.5571 1.2265 0.6185
N 4.3691 0.5647 1.3313
N 4.3957 -0.7123 0.9730
C 3.5421 -0.8397 -0.0179
C 3.1795 -2.0699 -0.7571
N 3.3311 -1.8549 -2.1877
C 2.6765 -2.8869 -2.9739
C 2.7969 -2.5223 -4.4537
O 4.1431 -2.3963 -4.8471
C 4.7972 -1.4214 -4.0699
C 4.7276 -1.7567 -2.5808
C -1.1669 1.6164 1.6856
H -5.8191 0.0777 1.2457
H -4.3980 -0.9594 1.3350
H -5.1012 -0.5647 -0.2290
H -3.0653 0.7846 0.1037
H -4.5103 1.7859 -0.0227
H -4.9232 1.4820 3.4894
H -5.6263 2.2120 2.0362
H -3.7160 3.6156 3.9598
H -5.4323 3.9266 3.7272
H -4.2846 4.2811 2.4294
H -2.3872 2.0402 3.4176
H -1.7014 -0.1156 3.9093
H -3.2432 -0.5477 3.1714
H -2.1550 -1.2955 1.1597
H -0.7698 -1.4867 2.2344
H 1.0251 1.9554 0.3195
H 0.0525 1.7105 -1.1440
H 1.7945 -0.0586 -1.8492
H 2.4008 1.6261 -1.7826
H 2.1243 -2.2818 -0.5551
H 3.7950 -2.9005 -0.3777
H 1.6234 -2.9305 -2.6887
H 3.1348 -3.8764 -2.8051
H 2.3664 -3.3049 -5.0805
H 2.2664 -1.5747 -4.6352
H 5.8327 -1.3987 -4.4127
H 4.3333 -0.4372 -4.2395
H 5.2091 -0.9661 -2.0014
H 5.2635 -2.7034 -2.3938
H -0.3522 2.0080 2.3064
H -1.3719 2.3273 0.8831

Entry 5:
74
Properties=species:S:1:pos:R:3 method="wB97M-V/def2-TZVPD" total_charge=+3 lumo_energy_ev=-12.675 total_energy_ha=-4160.2536 e_homo_ev=-14.88
C 1.0251 1.7992 -1.5199
C 0.3836 1.4040 -2.8481
O -1.0158 1.2169 -2.5851
P -2.1374 1.0440 -3.7033
O -2.9428 2.2611 -3.8878
C -1.5103 0.6886 -5.3796
C -1.2023 -0.8239 -5.7399
C 0.1338 -0.9317 -6.2995
Cl 0.6391 -0.1505 -7.6259
O -2.9780 -0.2002 -3.2188
C -2.6633 -0.6445 -1.8826
C -1.5192 -1.6353 -1.8119
H 1.0127 0.9150 -0.8380
H 0.4222 2.5979 -1.0710
H 2.0455 2.1663 -1.6817
H 0.8349 0.4750 -3.2315
H 0.5593 2.2073 -3.5788
H -0.6849 1.3696 -5.6228
H -2.3582 0.9877 -6.0093
H -1.9665 -1.2353 -6.4194
H -1.2378 -1.4361 -4.8276
H 0.9968 -0.9837 -5.6223
H -2.4733 0.1931 -1.2051
H -3.5762 -1.1338 -1.5130
H -1.3448 -1.7874 -0.7435
H -0.6024 -1.2207 -2.2506
H -1.8265 -2.5432 -2.3606
C 0.2037 4.7978 3.1006
C 1.2430 4.1918 4.0231
O 0.9882 2.7684 3.9028
S 0.4953 2.4144 2.4776
O 1.6223 1.9195 1.7225
O -0.6662 1.6024 2.5626
O 0.1548 3.8637 1.9766
H -0.7850 4.8313 3.5556
H 0.4774 5.7871 2.7456
H 1.1458 4.4984 5.0599
H 2.2583 4.3896 3.6778
C -7.1646 -1.5915 -0.9945
C -6.1738 -2.6430 -1.1726
N -5.3890 -3.4757 -1.3135
H -7.8444 -1.5616 -1.8454
H -7.7506 -1.7704 -0.0934
H -6.6798 -0.6187 -0.9065
Li 1.6191 0.1209 0.6180
Al -1.5250 -3.9257 -0.3488
F 1.6055 1.1651 5.2672
Cl 0.4972 -2.2181 0.8320
C -3.5403 1.0116 3.3713
C -4.6825 0.1918 2.4673
O -5.6190 -0.0489 3.1941
O -4.2868 0.0420 1.3278
H -3.8942 1.1379 4.3889
H -2.6387 0.4027 3.3383
H -3.3931 1.9704 2.8791
C 4.0694 -5.2432 1.9126
C 4.0308 -3.7470 1.6761
O 3.6990 -3.6403 0.3300
C 2.9360 -4.7508 0.0186
O 2.2500 -4.8737 -0.9424
O 3.0833 -5.6803 0.9839
F 5.3105 -3.1598 1.8707
H 5.0372 -5.6749 1.6492
H 3.8127 -5.5355 2.9267
H 3.3206 -3.1778 2.2734
C 5.4006 1.7106 2.9788
O 6.5895 1.5227 2.8297
N 4.7103 1.3061 4.0851
N 4.6404 2.3477 2.0235
H 3.7251 1.4572 4.2293
H 5.2385 0.8474 4.8070
H 5.1118 2.6725 1.1979
H 3.6556 2.5047 2.1293
Al 7.0876 -2.7381 0.6840

Entry 6:
61
Properties=species:S:1:pos:R:3 method="wB97M-V/def2-TZVPD" multiplicity=8 total_charge=+1 lumo_energy_ev="-6.809 / -6.621" e_above_lowest_kcal_mol=15.7 total_energy_ha=-2612.9282 e_homo_ev="-9.30 / -9.30"
C 4.0716 2.0152 0.2593
C 3.1057 2.1871 -0.8755
O 3.3623 1.8606 -2.0216
O 1.9284 2.7131 -0.4799
C 1.2305 3.4398 -1.4661
C -0.0199 2.6970 -2.0344
C 0.2880 1.3623 -2.7572
C 0.5673 0.1382 -1.8520
C -0.1014 0.1788 -0.4775
B -0.4317 -1.3182 0.1680
C -2.0254 -1.6102 -0.0581
C -2.4477 -1.7120 -1.5469
C -3.6808 -0.9093 -1.9524
Cl -3.5349 0.8620 -1.6205
C -0.2398 -1.1034 1.8269
O -0.9375 -2.0550 2.6041
C -1.5586 -1.5050 3.7313
O -2.6702 -0.7379 3.3370
C -2.8004 0.5292 3.9578
C -2.4791 1.6660 2.9844
O -1.1809 2.2143 3.2748
C 0.5528 -2.5009 -0.3721
C 2.0410 -2.2843 -0.0989
O 2.3948 -3.0186 1.0685
C 2.9043 -2.8275 -1.2435
F 2.6070 -2.2474 -2.4456
F 2.7146 -4.1464 -1.3979
F 4.2234 -2.6162 -1.0344
H 3.5472 1.4733 1.0517
H 4.9343 1.4408 -0.0554
H 4.3378 2.9951 0.6526
H 1.9139 3.8175 -2.2476
H 0.8305 4.3333 -0.9873
H -0.4317 3.4011 -2.7841
H -0.7877 2.5898 -1.2753
H -0.4813 1.0853 -3.4905
H 1.2157 1.5409 -3.3526
H 0.2796 -0.7438 -2.4253
H 1.6414 0.0290 -1.7026
H -1.0404 0.7328 -0.4694
H 0.5965 0.6768 0.2100
H -2.5687 -0.7728 0.3966
H -2.3787 -2.5039 0.4596
H -2.7105 -2.7582 -1.7366
H -1.6496 -1.4749 -2.2594
H -3.8217 -0.9898 -3.0285
H -4.5641 -1.2533 -1.4229
H 0.8331 -1.1416 2.1039
H -0.5858 -0.0764 2.0241
H -1.8797 -2.3472 4.3486
H -0.8146 -0.9153 4.2814
H -3.8436 0.6321 4.2744
H -2.1913 0.6168 4.8586
H -3.2408 2.4442 3.0156
H -2.4313 1.2048 1.9942
H -0.6473 2.1431 2.4819
H 0.2822 -3.4247 0.1485
H 0.3596 -2.7079 -1.4317
H 2.2689 -1.2281 0.1015
H 3.2536 -2.7101 1.3747
Eu 1.8910 2.6198 -4.5864

Entry 7:
65
Properties=species:S:1:pos:R:3 method="wB97M-V/def2-TZVPD" lumo_energy_ev=0.164 total_energy_ha=-6325.1361 e_homo_ev=-8.06
C 16.3488 7.4246 15.3618
S 16.8078 8.3272 13.8510
O 15.4616 8.9394 13.4384
C 17.7085 9.7647 14.5580
H 17.2747 7.3352 15.9061
H 15.9203 6.5240 14.9368
H 15.6335 8.0872 15.8527
H 17.6377 10.5662 13.8357
H 18.7331 9.4878 14.6577
H 17.3726 10.0964 15.5801
C 13.3957 10.8824 12.3847
S 12.6578 9.4079 11.7351
O 11.2182 9.4025 12.2681
C 12.5446 9.9754 10.0273
H 13.4856 10.6418 13.4453
H 12.7530 11.7321 12.2415
H 14.3370 10.9940 11.9272
H 13.4754 10.3708 9.6225
H 11.9255 10.8520 10.1518
H 12.1495 9.1541 9.4554
N 9.6422 9.4467 14.6784
C 9.8066 10.2196 15.8033
C 9.1226 9.6064 16.8420
C 8.5314 8.4905 16.2942
C 8.8911 8.3694 14.9755
H 10.0148 9.6325 13.7803
H 10.3483 11.1563 15.8111
H 8.9748 10.0450 17.8277
H 7.9138 7.8188 16.8103
H 8.5169 7.6498 14.2563
N 9.3623 11.0975 10.3367
C 8.9963 12.2890 10.8230
C 8.7719 13.1460 9.7583
C 9.0734 12.3653 8.5205
C 9.4325 11.0903 8.9653
H 9.7481 10.3848 10.9169
H 8.8016 12.4144 11.8777
H 8.2918 14.1289 9.8876
H 8.8497 12.6449 7.4900
H 9.6772 10.1432 8.4856
C 16.9004 11.4321 8.2368
Cl 15.6679 10.4634 7.3594
Cl 16.4927 11.6043 9.9152
H 17.8618 10.9596 8.1723
H 16.9405 12.3984 7.7650
C 12.3947 7.8466 16.0004
Cl 13.4282 8.2541 17.3612
Cl 12.9579 6.3116 15.1720
H 11.3970 7.7242 16.4129
H 12.4967 8.6783 15.2828
C 15.3606 6.8497 10.4524
Cl 13.6794 6.3469 9.9932
Cl 16.4420 5.4648 10.2017
H 15.6965 7.5719 9.6978
H 15.3446 7.2566 11.4411
C 12.4661 13.9200 10.1831
Cl 14.0576 14.6604 10.0898
Cl 11.6853 14.3256 11.7271
H 11.7508 14.2692 9.4352
H 12.5827 12.8987 10.1342
C 12.3583 12.2876 7.1850
Cl 12.6292 10.7645 6.3716
Cl 12.6689 13.6398 6.0093
H 11.3220 12.4684 7.4491
H 13.0474 12.4558 8.0732

Entry 8:
56
Properties=species:S:1:pos:R:3 method="wB97M-V/def2-TZVPD" multiplicity=3 lumo_energy_ev="-0.124 / -1.620" e_above_lowest_kcal_mol=49.3 total_energy_ha=-2548.1715 e_homo_ev="-6.85 / -8.34"
P -0.3452 -1.7555 -2.1002
P 0.1281 1.4597 -1.9897
C -0.4945 -0.7527 -3.6945
C 0.2641 0.5673 -3.6371
H -1.5686 -0.5911 -3.8893
H -0.0809 -1.3976 -4.4835
H 1.3395 0.4185 -3.8366
H -0.1458 1.2818 -4.3641
C -1.5337 2.1353 -2.3785
H -1.8101 2.8836 -1.6233
H -2.3134 1.3611 -2.4040
H -1.4489 2.6041 -3.3670
C 1.1460 2.8957 -2.4539
H 0.6907 3.3324 -3.3531
H 2.1693 2.5590 -2.6627
H 1.1483 3.6065 -1.6253
C -1.2593 -3.2240 -2.7040
H -1.1820 -4.0085 -1.9461
H -0.8159 -3.5535 -3.6546
H -2.3142 -2.9580 -2.8474
C 1.3614 -2.3003 -2.5257
H 2.0907 -1.4799 -2.5162
H 1.3304 -2.7396 -3.5344
H 1.6870 -3.0646 -1.8068
Pd -0.7246 -0.3105 2.9315
C 0.6362 1.6078 0.8559
C -0.6955 1.1973 1.0917
C -1.6160 0.3938 0.1945
C -1.8907 -1.0982 0.4218
C -0.7590 -1.9383 0.9136
C 0.5900 -1.7532 0.8205
C 1.2352 -0.6647 0.0484
C 1.7655 0.6483 0.6768
C 0.0264 -1.7047 4.0590
H 0.9322 2.5931 1.2897
H -1.2920 1.9688 1.6125
H -1.2758 0.4815 -0.8498
H -2.5998 0.8928 0.1592
H -2.6885 -1.1734 1.1827
H -2.3301 -1.4740 -0.5290
H -1.1142 -2.8706 1.3583
H 1.2347 -2.4947 1.3122
H 0.4560 -0.3083 -0.6494
H 2.0422 -1.0767 -0.5844
H 2.3036 0.4813 1.6379
H 2.4968 1.0323 -0.0790
H 1.0292 -1.4962 4.4645
H -0.0106 -2.6323 3.4726
H -0.7052 -1.6798 4.8841
Cl 0.1361 3.9311 5.6373
C 0.8164 2.3456 6.0255
Cl -0.0321 1.5141 7.3428
C 0.7434 1.4592 4.7275
O 1.8459 1.0704 4.3331
O -0.4451 1.2828 4.2807
H 1.8465 2.4952 6.3549